{"formula": "C22H26AuClOSiZr", "method": "ωB97M-V with the def2-TZVPD basis set", "symbols": ["Au", "Cl", "C", "H", "H", "H", "Zr", "C", "C", "C", "H", "H", "H", "H", "H", "H", "H", "H", "O", "Si", "C", "C", "C", "C", "C", "C", "C", "C", "C", "C", "C", "C", "C", "C", "C", "C", "C", "C", "H", "H", "H", "H", "H", "H", "H", "H", "H", "H", "H", "H", "H", "H", "H"], "xyz": [[-1.505, 1.165, -2.540], [-1.478, 3.491, -2.663], [-2.342, -0.675, -2.178], [-1.796, -0.901, -1.255], [-2.357, -1.505, -2.939], [-3.393, -0.353, -1.945], [0.133, -0.905, -4.431], [2.062, -0.118, -5.297], [-1.001, -0.776, -6.341], [0.585, -3.029, -4.373], [-1.616, -1.659, -6.559], [-1.724, 0.053, -6.210], [-0.467, -0.537, -7.281], [2.993, -0.634, -5.021], [2.174, 0.027, -6.386], [2.202, 0.900, -4.894], [-0.058, -3.853, -4.683], [1.427, -3.549, -3.885], [-0.265, 0.509, -0.448], [-0.058, 0.448, 1.108], [-1.263, -0.700, 1.958], [-2.624, -0.362, 1.992], [-3.573, -1.241, 2.536], [-3.174, -2.482, 3.055], [-1.819, -2.831, 3.008], [-0.874, -1.949, 2.463], [1.635, -0.215, 1.566], [2.115, -0.293, 2.878], [3.401, -0.793, 3.138], [4.229, -1.205, 2.089], [3.751, -1.119, 0.774], [2.465, -0.622, 0.517], [-0.124, 2.086, 2.004], [-0.945, 2.372, 3.098], [-1.052, 3.677, 3.617], [-0.277, 4.713, 3.075], [0.645, 4.416, 2.061], [0.730, 3.109, 1.552], [-2.962, 0.587, 1.567], [-4.632, -0.963, 2.544], [-3.910, -3.167, 3.485], [-1.498, -3.807, 3.386], [0.173, -2.250, 2.411], [1.494, 0.040, 3.712], [3.765, -0.862, 4.167], [5.235, -1.591, 2.286], [4.387, -1.435, -0.057], [2.101, -0.546, -0.512], [-1.546, 1.580, 3.548], [-1.749, 3.903, 4.434], [-0.363, 5.739, 3.457], [1.289, 5.214, 1.656], [1.453, 2.899, 0.757]], "forces_ev_per_a": [[0.69, 0.21, 1.04], [0.23, -0.36, -0.25], [-0.20, -0.43, -0.31], [-0.33, -0.56, -0.29], [-0.02, 0.64, 0.76], [0.86, -0.44, -0.37], [0.16, 0.61, -1.08], [0.11, 0.25, 0.22], [-0.16, 0.21, 0.05], [0.09, -0.38, 0.67], [0.11, -0.05, 0.20], [0.13, -0.09, 0.15], [0.09, -0.16, 0.61], [-0.31, -0.20, 0.24], [-0.55, -0.25, 0.27], [-0.19, -0.02, 0.14], [-0.34, 0.22, -0.31], [0.02, 0.60, -0.13], [0.00, 0.02, -3.13], [-0.15, 0.16, 2.55], [-0.39, -0.25, -0.12], [-0.39, -0.55, 0.18], [0.13, 0.00, -0.03], [0.28, 0.34, -0.18], [-0.04, 0.03, -0.03], [-0.48, -0.21, 0.11], [0.40, -0.08, -0.76], [0.49, -0.19, 0.02], [-0.18, 0.07, -0.05], [-0.38, 0.08, -0.31], [0.03, 0.04, 0.08], [0.63, -0.30, 0.29], [0.25, 0.67, 0.17], [-0.36, 0.59, 0.15], [0.26, 0.04, -0.19], [0.08, -0.36, 0.01], [0.03, -0.21, -0.05], [-0.27, 0.65, 0.00], [0.10, -0.23, 0.18], [0.37, -0.08, 0.02], [0.28, 0.26, -0.18], [-0.10, 0.37, -0.11], [-0.27, 0.07, 0.08], [0.12, -0.08, -0.21], [-0.16, 0.07, -0.32], [-0.43, 0.16, -0.05], [-0.16, 0.10, 0.26], [0.13, -0.03, 0.32], [0.05, 0.21, -0.17], [0.32, -0.21, -0.33], [0.00, -0.51, -0.17], [-0.34, -0.50, 0.23], [-0.26, 0.08, 0.17]], "multiplicity": 3, "homo_lumo_gap_ev": [7.20, 4.95], "homo_ev": [-8.515, -8.504], "lumo_energy_ev": [-1.320, -3.549], "s2": 2.0119, "energy_ha": -1861.3825}



{"formula": "C5H15N2", "method": "ωB97M-V with the def2-TZVPD basis set", "symbols": ["C", "C", "C", "C", "N", "C", "N", "H", "H", "H", "H", "H", "H", "H", "H", "H", "H", "H", "H", "H", "H", "H"], "xyz": [[0.888, -2.050, -1.663], [1.011, -0.537, -1.711], [-0.090, 0.201, -0.946], [-0.200, -0.186, 0.526], [-1.687, -0.287, 0.872], [0.401, 0.778, 1.522], [-0.112, 2.125, 1.294], [-0.022, -2.497, -2.071], [0.967, -2.466, -0.653], [1.687, -2.530, -2.229], [1.970, -0.362, -1.217], [1.106, -0.239, -2.753], [0.087, 1.258, -1.059], [-1.039, 0.014, -1.453], [0.231, -1.172, 0.623], [-2.139, 0.597, 0.627], [-2.149, -1.043, 0.368], [-1.767, -0.432, 1.874], [0.335, 0.474, 2.573], [1.488, 0.698, 1.398], [0.148, 2.783, 2.023], [0.390, 2.522, 0.515]], "forces_ev_per_a": [[-0.15, -1.05, -0.04], [0.39, -0.96, 0.73], [0.14, 0.06, -0.69], [-0.44, 0.06, -0.20], [0.41, -0.07, -0.22], [1.44, 0.33, 0.13], [0.07, 0.17, 0.13], [-0.25, 0.43, -0.14], [0.14, 0.14, -0.02], [0.12, 0.17, 0.04], [0.09, 0.51, -0.18], [-0.21, 0.42, 0.10], [-0.10, 0.44, 0.07], [-0.13, -0.09, -0.01], [-0.16, -0.30, 0.46], [0.05, 0.14, 0.15], [0.00, -0.03, 0.04], [-0.32, -0.07, 0.22], [-0.76, -0.07, -0.18], [0.09, 0.12, -0.33], [-0.27, -0.39, 0.43], [-0.12, 0.03, -0.49]], "smiles": "CCC[C@H]([NH3+])CN", "total_charge": 1, "homo_lumo_gap_ev": 10.79, "homo_ev": -14.086, "lumo_energy_ev": -3.293, "energy_ha": -308.7730}



{"formula": "C11H8BrNO2", "method": "ωB97M-V with the def2-TZVPD basis set", "symbols": ["C", "C", "C", "C", "C", "C", "C", "C", "C", "C", "C", "N", "O", "O", "Br", "H", "H", "H", "H", "H", "H", "H", "H"], "xyz": [[4.019, -0.006, 0.049], [3.602, 1.220, 0.442], [3.129, -0.879, -0.596], [-4.523, -0.795, 0.079], [2.295, 1.644, 0.325], [1.834, -0.580, -0.621], [-3.497, -1.150, 0.909], [-3.942, -0.141, -0.984], [1.372, 0.653, -0.095], [-2.309, -0.655, 0.445], [-0.970, -0.728, 0.827], [0.014, 0.862, -0.403], [-0.105, -1.141, 1.440], [-2.621, 0.051, -0.732], [-0.710, 2.466, 0.070], [5.027, -0.064, 0.106], [4.302, 1.916, 0.761], [3.364, -1.798, -1.158], [-5.522, -0.935, 0.039], [1.902, 2.746, 0.419], [1.218, -1.261, -1.139], [-3.497, -1.696, 1.775], [-4.383, 0.272, -1.961]], "forces_ev_per_a": [[-1.95, -0.39, -0.99], [-1.61, 1.10, 0.17], [1.89, -1.19, -0.18], [2.05, 1.27, -2.64], [-1.94, 0.90, -0.17], [-0.91, 1.09, 0.55], [0.34, -0.54, 1.47], [-0.88, 0.88, -0.69], [-1.55, 1.39, -1.68], [1.70, 1.78, -2.57], [-5.17, 0.71, -1.52], [1.53, -0.53, 0.89], [3.21, -1.31, 2.06], [0.82, -0.29, -0.46], [-0.02, 0.29, -0.01], [3.04, -1.26, -0.02], [1.32, 1.09, 0.63], [0.66, 0.55, 0.72], [-2.95, -0.94, 0.63], [1.11, -2.41, 0.19], [-1.19, -0.32, -0.24], [-0.51, -1.26, 1.95], [1.01, -0.61, 1.91]], "multiplicity": 3, "homo_lumo_gap_ev": [5.86, 6.52], "homo_ev": [-5.434, -8.673], "lumo_energy_ev": [0.424, -2.148], "s2": 2.0668, "energy_ha": -3202.9842}